Entry 1:
Computed, not measured: the molecule C4H7N3O in a non-equilibrium geometry, with ωB97M-V/def2-TZVPD.

Calculated values
Energy relative to the best compared isomer or geometry (same formula, charge and spin) in kJ/mol: 343.23
Charge: 0
M in g mol⁻¹: 113.1
Multiplicity: 1
E_HOMO in Eh: -0.287
SMILES: Cc1co/c(=N/N)[nH]1
DFT total energy in Ha: -396.01768

CARTESIAN COORDINATES (ANGSTROEM)
C -2.5588 -1.1191 0.0063
C -1.4786 -0.0929 0.0077
C -1.2926 1.1917 -0.0852
O 0.0551 1.5111 0.0224
C 0.7906 0.3673 0.1366
N 2.0899 0.3533 0.0495
N 2.5256 -1.0319 -0.1163
N -0.1782 -0.5851 0.0967
H -2.4027 -1.7838 -0.7648
H -3.5125 -0.5770 -0.4478
H -3.1061 -1.5876 0.9815
H -1.9466 2.0129 -0.2648
H 3.2995 -0.6359 -0.7555
H 3.2140 -1.1684 0.6035
H 0.1886 -1.5844 -0.1332

Partial charges, Löwdin, in e: atom 1 (C): -0.041, atom 2 (C): -0.312, atom 3 (C): -0.054, atom 4 (O): 0.055, atom 5 (C): -0.422, atom 6 (N): -0.028, atom 7 (N): -0.048, atom 8 (N): 0.108, atom 9 (H): 0.031, atom 10 (H): 0.114, atom 11 (H): 0.137, atom 12 (H): 0.124, atom 13 (H): 0.102, atom 14 (H): 0.043, atom 15 (H): 0.192

Entry 2:
Computed, not measured: a structure of composition C4H7N3O in a non-equilibrium geometry, with ωB97M-V/def2-TZVPD.

Calculated values
Energy relative to the best compared isomer or geometry (same formula, charge and spin) in kJ/mol: 408.29
Charge: 0
M in g mol⁻¹: 113.1
Multiplicity: 1
E_HOMO in Eh: -0.297
DFT total energy in Ha: -395.99290

CARTESIAN COORDINATES (ANGSTROEM)
C -0.6159 -0.1954 1.2188
C 0.4274 -1.0871 0.1871
N -0.0633 0.3329 2.3544
N -0.1711 -1.9260 -0.6599
C 0.7426 0.1979 -0.2440
C 0.1893 1.6127 -1.9979
N 0.6884 0.5194 -1.5999
O -1.8018 -0.4381 1.1266
H -0.6549 0.3375 3.1716
H 0.9365 0.3010 2.4657
H -0.0075 -2.9027 -0.8306
H -1.0156 -1.7662 -1.1964
H 1.3676 0.8414 0.3678
H 0.2596 1.8524 -3.0542
H -0.2812 2.3203 -1.3089

Partial charges, Löwdin, in e: atom 1 (C): -0.508, atom 2 (C): -0.222, atom 3 (N): 0.124, atom 4 (N): 0.042, atom 5 (C): -0.161, atom 6 (C): -0.010, atom 7 (N): 0.020, atom 8 (O): 0.054, atom 9 (H): 0.106, atom 10 (H): 0.094, atom 11 (H): 0.086, atom 12 (H): 0.099, atom 13 (H): 0.120, atom 14 (H): 0.070, atom 15 (H): 0.085

Entry 3:
Computed, not measured: the molecule C4H7N3O in a non-equilibrium geometry, with ωB97M-V/def2-TZVPD.

Calculated values
Energy relative to the best compared isomer or geometry (same formula, charge and spin) in kJ/mol: 309.78
Charge: 0
M in g mol⁻¹: 113.1
Multiplicity: 1
E_HOMO in Eh: -0.331
SMILES: NNCc1cocn1
DFT total energy in Ha: -396.03042

CARTESIAN COORDINATES (ANGSTROEM)
N -2.5523 -1.1433 0.9765
N -1.6829 -0.2211 0.3567
C -0.2652 -0.4989 0.7165
C 0.6803 0.3442 -0.2747
C 1.4365 1.4389 0.1659
O 2.2020 1.8227 -0.9869
C 1.8173 0.9472 -1.9337
N 0.9228 0.1047 -1.6056
H -2.1490 -2.1709 0.6571
H -2.4988 -1.0500 2.0511
H -1.9258 -0.4652 -0.6010
H -0.0063 -1.5566 0.5242
H -0.0802 -0.3996 1.7223
H 1.6893 1.9395 1.1179
H 2.4125 0.9085 -2.8862

Partial charges, Löwdin, in e: atom 1 (N): -0.095, atom 2 (N): -0.186, atom 3 (C): -0.146, atom 4 (C): -0.237, atom 5 (C): 0.009, atom 6 (O): -0.003, atom 7 (C): -0.235, atom 8 (N): 0.113, atom 9 (H): 0.125, atom 10 (H): 0.095, atom 11 (H): 0.102, atom 12 (H): 0.102, atom 13 (H): 0.073, atom 14 (H): 0.129, atom 15 (H): 0.153